The following is a quantum chemistry calculation of C15H35N6O8Y as an isolated structure, from the OMol25 dataset.

Computed properties:
HOMO ... -15.151 eV
Calculated total energy ... -1561.0173 a.u.
LUMO energy ... -6.170 eV
Total charge ... +2
Strongest force on any atom ... 0.07972 Eh/bohr

Atoms and positions in Å:
Y -0.621 0.983 -0.976
N 1.221 -0.590 1.760
O 0.670 0.043 0.807
O 1.656 0.026 2.716
O 1.258 -1.841 1.691
C -3.932 -1.984 0.591
C -2.499 -1.548 0.673
O -2.075 -0.657 -0.087
N -1.745 -2.071 1.638
C -1.935 -3.393 2.195
H -4.075 -2.743 -0.181
H -4.598 -1.160 0.338
H -4.309 -2.371 1.536
H -0.773 -1.789 1.691
H -2.210 -3.443 3.253
H -0.999 -3.948 2.118
H -2.707 -3.978 1.700
C 3.410 -0.201 -1.504
C 2.390 0.405 -2.445
O 1.396 1.027 -2.020
N 2.609 0.202 -3.733
C 1.683 0.618 -4.771
H 2.878 -0.462 -0.584
H 4.201 0.514 -1.300
H 3.754 -1.170 -1.863
H 3.397 -0.371 -3.983
H 2.200 1.205 -5.535
H 0.924 1.301 -4.409
H 1.234 -0.238 -5.272
C -3.372 1.968 2.450
C -1.945 1.738 2.089
O -1.555 1.889 0.911
N -1.096 1.387 3.041
C -1.461 0.675 4.276
H -3.577 2.068 3.510
H -3.942 1.086 2.122
H -3.784 2.793 1.876
H -0.098 1.430 2.863
H -1.794 1.361 5.054
H -0.583 0.151 4.638
H -2.254 -0.028 4.033
C -0.165 -3.194 -3.062
C 0.178 -2.405 -1.832
O -0.075 -1.174 -1.765
N 0.820 -2.992 -0.826
C 0.897 -4.425 -0.527
H 0.151 -4.229 -2.987
H 0.283 -2.711 -3.926
H -1.250 -3.180 -3.188
H 1.001 -2.403 -0.007
H 1.777 -4.872 -0.991
H 0.007 -4.950 -0.860
H 1.032 -4.528 0.545
C 3.023 3.198 0.058
C 1.602 3.648 -0.050
O 0.653 2.832 -0.010
N 1.395 4.943 -0.286
C 0.106 5.592 -0.280
H 3.571 3.650 0.885
H 3.513 3.466 -0.881
H 3.089 2.129 0.227
H 2.220 5.521 -0.334
H -0.102 5.995 0.711
H -0.682 4.862 -0.463
H 0.011 6.343 -1.057

Atomic charges from the Mulliken analysis, expressed in e, are listed below:
1. Y 1.694
2. N 0.528
3. O -0.066
4. O -0.686
5. O -0.712
6. C -1.663
7. C 0.782
8. O -0.392
9. N 0.289
10. C -1.020
11. H 0.361
12. H 0.382
13. H 0.517
14. H -0.002
15. H 0.315
16. H 0.210
17. H 0.452
18. C -0.971
19. C 0.785
20. O -0.594
21. N -0.142
22. C -0.839
23. H -0.049
24. H 0.403
25. H 0.483
26. H 0.264
27. H 0.350
28. H 0.222
29. H 0.305
30. C -1.192
31. C 0.580
32. O -0.593
33. N 0.000
34. C -1.145
35. H 0.395
36. H 0.256
37. H 0.350
38. H 0.357
39. H 0.350
40. H 0.371
41. H 0.382
42. C -1.196
43. C 0.511
44. O -0.302
45. N 0.086
46. C -1.237
47. H 0.501
48. H 0.198
49. H 0.314
50. H 0.245
51. H 0.327
52. H 0.423
53. H 0.397
54. C -1.143
55. C 0.683
56. O -0.151
57. N -0.177
58. C -0.795
59. H 0.494
60. H 0.407
61. H 0.001
62. H 0.250
63. H 0.321
64. H 0.190
65. H 0.338